ORCA calculation (ωB97M-V with the def2-TZVPD basis set) on an isolated ion of composition C4H13N2 and charge +1.

ORCA input file:
```
! wB97M-V def2-TZVPD RIJCOSX def2/J DEFGRID3
* xyz 1 1
C -2.059 1.204 0.080
N -1.147 0.089 0.349
C 0.284 0.099 -0.151
C 0.442 0.012 -1.648
C 1.081 -1.089 0.488
N 2.264 -0.503 1.174
H -3.035 1.107 0.544
H -1.670 2.195 0.307
H -2.234 1.163 -0.992
H -1.545 -0.781 -0.025
H -1.146 -0.171 1.340
H 0.741 1.030 0.181
H 1.512 0.073 -1.800
H -0.061 -0.839 -2.105
H -0.012 0.893 -2.123
H 1.441 -1.667 -0.366
H 0.574 -1.789 1.165
H 1.875 0.178 1.818
H 2.694 -1.204 1.764
*
```

Properties
- SMILES string = C[NH2+][C@H](C)CN
- orbital gap (eV) = 10.22
- ΔE to the lowest compared entry with this formula, charge and spin (kJ/mol) = 141.2
- HOMO (eV) = -13.617

Atomic partial charges in e from the Löwdin method, atoms 1 to 2:
1. C 0.00
2. N 0.02

ORCA calculation (ωB97M-V with the def2-TZVPD basis set) on C14H18BrIrN2O7STe as an isolated structure.

ORCA input file:
```
! wB97M-V def2-TZVPD RIJCOSX def2/J DEFGRID3
* xyz 0 5
Ir -0.406 1.170 -1.745
O 1.515 4.338 -3.066
S 0.815 3.203 -2.581
O 1.155 2.756 -1.172
O 0.967 1.926 -3.390
O -0.703 3.347 -2.512
C -2.998 3.724 -0.447
Te -3.078 1.719 -1.063
C -3.770 2.194 -3.011
H -3.965 4.167 -0.675
H -2.194 4.213 -0.989
H -2.804 3.716 0.620
H -4.761 2.637 -2.937
H -3.820 1.276 -3.592
H -3.065 2.889 -3.460
Br -1.347 2.475 4.034
C 0.174 1.412 3.640
C 1.045 1.217 4.706
C 2.192 0.460 4.547
C 2.482 -0.106 3.313
C 1.611 0.096 2.259
C 0.441 0.847 2.394
C -0.435 1.007 1.187
O -1.440 1.702 1.195
O -0.056 0.315 0.136
H 0.814 1.668 5.660
H 2.860 0.323 5.387
H 3.383 -0.686 3.171
H 1.831 -0.310 1.283
N -0.767 -0.923 -2.249
C -0.405 -1.951 -1.850
N -0.009 -3.106 -1.405
C -0.254 -3.457 0.008
C 1.069 -3.428 0.748
O 2.017 -4.265 0.111
C 2.312 -3.804 -1.195
C 1.074 -3.848 -2.072
H -0.690 -4.457 0.034
H -0.960 -2.741 0.426
H 0.942 -3.801 1.764
H 1.447 -2.399 0.794
H 3.083 -4.458 -1.599
H 2.706 -2.781 -1.150
H 0.735 -4.876 -2.209
H 1.256 -3.402 -3.047
*
```

Properties
- orbital gap (alpha / beta) (eV) = 8.09 / 7.20
- HOMO (alpha / beta) (eV) = -7.997 / -9.222

Atomic partial charges in e from the Löwdin method, atoms 1 to 2:
1. Ir 1.31
2. O -0.26